(1)
Computed, not measured: a molecular structure, C47H52Br2N2O2P2Zr, with the ωB97M-V functional and the def2-TZVPD basis.

Summary:
Net charge = 0
HOMO = -0.2671 Eh
E_LUMO = 0.19 eV
Max |F| = 1.37 eV/A

The geometry in XYZ format:
```
108
Properties=species:S:1:pos:R:3:forces:R:3
C -2.950 0.077 -0.456 -0.04 0.03 -0.05
C -3.112 -4.098 -3.015 -0.01 0.00 0.00
H 0.446 0.571 -5.846 0.00 0.00 0.00
C -2.203 -0.727 0.379 -0.09 -0.15 -0.02
H -5.812 -1.694 -0.934 0.00 -0.01 -0.01
H -2.480 2.260 5.134 -0.02 -0.11 0.02
O 0.703 -4.142 0.091 0.15 -0.08 -0.06
C -0.908 3.829 -1.127 -0.02 0.07 0.01
H -4.430 0.765 3.341 0.00 0.01 0.00
C -2.296 -2.858 1.707 0.00 0.01 -0.01
C -2.170 1.257 4.843 -0.01 -0.06 0.03
C -0.848 1.356 -4.313 -0.06 -0.05 -0.01
C -2.300 1.033 3.335 -0.09 -0.02 -0.09
H 4.542 1.160 -3.368 0.00 -0.07 -0.02
H -3.042 5.829 0.592 0.00 0.00 0.00
H -2.190 -0.042 3.175 -0.06 0.01 -0.04
C -1.417 -4.837 -1.512 -0.05 0.01 0.05
H 2.585 2.509 0.259 0.04 -0.01 0.00
H 1.296 -0.698 3.059 0.08 0.07 0.07
H 2.522 -3.388 -2.449 0.01 0.00 -0.01
H 0.550 2.141 4.103 0.05 0.00 -0.03
H 2.158 -3.000 1.988 0.01 0.00 -0.01
H -2.537 1.007 -0.817 0.04 0.02 0.02
C 1.749 -0.279 2.156 0.07 -0.25 -0.04
C 0.152 2.797 3.322 -0.01 -0.07 0.03
Br -3.350 -1.436 -3.916 0.14 0.04 -0.17
H -1.639 1.630 -5.000 -0.01 -0.01 -0.01
C 3.002 2.767 -0.712 0.00 0.00 -0.02
H -2.921 -6.125 -2.353 0.00 0.00 0.00
N -1.503 -2.535 -2.170 0.04 0.00 -0.07
H -1.163 1.082 5.220 0.01 0.00 -0.01
H 2.189 -0.087 -4.238 0.01 -0.02 0.00
H 4.689 2.809 -2.773 0.01 -0.01 -0.01
H -1.488 3.687 4.507 0.09 0.08 -0.08
H -1.722 5.759 -1.519 0.00 0.00 0.00
H -2.754 4.013 2.227 0.00 0.00 -0.02
H 1.853 4.102 3.136 0.01 -0.02 0.01
H 5.094 -2.336 -2.284 0.00 0.00 0.01
H 4.160 0.749 1.514 0.00 -0.01 0.00
Br -0.663 -2.358 2.533 0.02 0.17 0.03
C -0.836 2.718 -0.271 0.08 -0.10 -0.04
C -0.953 -3.533 -1.472 -0.04 -0.01 0.02
C 4.208 -3.092 1.407 0.01 0.01 0.02
N -0.155 1.547 -0.642 -0.31 0.16 -0.11
C -4.090 -4.415 1.495 0.04 0.00 0.02
H 1.331 -2.122 -2.759 -0.01 -0.01 0.02
C -1.681 4.933 -0.820 0.02 -0.02 0.00
H -3.945 2.444 3.131 0.00 -0.01 0.00
H 2.760 -2.253 -3.773 -0.01 0.02 -0.01
C 4.648 -1.338 -2.293 -0.02 0.02 -0.02
H 3.154 2.251 -3.429 -0.01 0.00 0.01
O 0.566 -1.980 -0.421 -0.38 -1.09 -0.47
C -4.145 -2.309 0.296 -0.04 0.01 -0.02
H -4.767 0.455 -1.563 0.00 -0.01 0.00
C 5.358 -2.388 1.073 0.00 0.02 0.02
C 1.313 3.383 2.516 -0.05 0.03 0.00
H -1.931 2.061 -2.627 0.00 0.00 0.01
C -4.724 -3.552 0.652 0.00 0.01 0.00
C 5.329 -1.000 1.114 0.00 -0.04 0.03
Zr 0.109 -0.275 0.481 0.68 0.87 0.82
H -4.536 -5.366 1.755 0.00 0.00 0.00
H 4.206 -4.175 1.374 0.00 0.00 0.00
P 2.384 0.150 -1.270 -0.30 0.05 -0.24
C 2.997 -1.028 1.813 -0.02 0.07 -0.03
H 3.768 3.533 -0.571 -0.01 0.01 -0.03
C 3.597 1.550 -1.424 0.04 0.03 0.17
H -3.814 1.310 1.781 0.01 -0.02 -0.04
H 2.025 0.741 2.414 -0.03 0.14 -0.02
C -2.847 -4.054 2.056 -0.06 0.00 -0.03
C 1.138 0.622 -2.514 0.09 0.01 -0.03
H 2.026 2.639 2.180 0.00 -0.07 0.00
C 3.205 -1.445 -1.799 0.08 0.00 0.08
C 1.283 0.384 -3.881 0.00 0.00 -0.03
H 2.196 3.204 -1.308 -0.02 -0.01 0.02
H 4.694 -0.973 -3.319 0.00 0.03 -0.03
C -0.016 1.271 -2.038 0.08 0.15 0.12
C -1.016 1.596 -2.965 -0.04 -0.02 -0.04
H 6.218 -0.430 0.868 0.00 0.00 0.00
H -2.835 0.556 5.353 0.00 -0.01 0.00
C 3.048 -2.422 1.771 -0.03 -0.04 0.01
H 4.477 1.224 -0.863 -0.02 -0.03 0.00
C -2.546 -2.833 -2.908 0.03 0.00 0.02
H -0.922 -5.587 -0.914 0.01 0.00 -0.01
C -2.866 -1.934 0.795 0.02 -0.03 0.04
C -4.832 -1.418 -0.564 0.02 -0.01 0.06
C 4.018 1.948 -2.836 0.01 0.03 0.02
C -4.251 -0.238 -0.910 -0.02 0.03 0.10
C -2.405 4.985 0.364 0.01 -0.02 0.02
C -1.456 2.841 0.997 0.05 -0.10 -0.07
H 0.095 4.430 4.709 -0.02 0.01 0.01
H 0.939 3.922 1.641 0.01 -0.01 0.00
H -3.977 -4.258 -3.641 0.00 0.00 0.00
H 5.267 -0.702 -1.662 -0.01 -0.01 -0.01
C 4.166 -0.336 1.476 0.02 0.02 0.04
H 6.261 -2.911 0.788 0.00 0.00 0.00
H -5.693 -3.805 0.235 0.00 0.00 -0.01
C 2.396 -2.345 -2.747 -0.02 0.04 -0.03
C -2.254 3.950 1.270 0.01 0.07 0.04
H -0.365 3.808 -2.062 -0.01 0.02 0.00
H 3.243 -1.953 -0.831 -0.01 0.02 -0.02
C -0.578 3.968 3.983 -0.06 0.00 0.07
H -0.829 4.728 3.244 0.03 0.02 -0.01
C 0.311 0.756 -4.789 0.01 -0.02 0.02
H -2.342 -4.708 2.751 0.00 0.00 0.01
C 0.200 -3.239 -0.535 0.06 0.12 0.11
P -0.898 1.666 2.267 -0.15 0.09 -0.10
C -2.521 -5.121 -2.301 -0.01 -0.01 0.00
C -3.699 1.417 2.856 0.00 0.04 0.07
```
Positions in Å, forces in eV/Å.

---

(2)
Computed, not measured: a molecular structure, C47H52F5N2O8PS2Y, with the ωB97M-V functional and the def2-TZVPD basis.

Summary:
Net charge = -1
HOMO = -0.2008 Eh
E_LUMO = 2.33 eV
Max |F| = 1.87 eV/A

The geometry in XYZ format:
```
118
Properties=species:S:1:pos:R:3:forces:R:3
C 13.570 8.331 6.561 -0.41 0.25 -0.10
C 8.808 12.362 8.043 0.21 -0.13 -0.44
C 6.757 16.471 12.359 0.11 -0.13 0.99
C 11.805 17.892 8.247 -0.33 -1.04 -0.70
C 12.639 18.029 14.595 -0.34 1.02 -0.13
P 12.434 10.974 8.210 -0.09 -1.12 -0.03
C 10.327 12.013 12.942 -0.02 -1.02 -0.26
C 11.850 10.188 15.968 -0.18 0.03 -0.13
H 9.661 15.476 10.042 -0.12 0.05 0.75
H 13.403 18.054 15.334 0.55 -0.19 0.53
F 14.208 18.235 11.557 -0.59 -0.20 -0.69
F 11.075 17.836 7.111 0.12 0.04 0.42
H 8.925 9.701 8.760 0.12 0.04 -0.43
C 7.639 16.057 10.200 0.86 0.05 -0.12
O 9.063 12.926 14.876 0.36 -0.52 -0.84
H 16.260 15.115 6.670 0.12 -0.06 -0.16
O 12.543 9.387 8.512 -0.41 -0.05 0.15
C 13.633 11.002 14.567 -0.59 -0.56 0.44
N 15.138 13.127 7.953 0.03 -0.24 0.50
O 10.964 12.279 11.733 -0.04 0.59 0.47
F 13.663 15.845 10.521 -0.01 0.03 0.01
C 13.190 10.341 15.712 0.34 0.48 -0.51
H 10.101 12.680 17.386 0.02 0.08 -0.19
H 12.372 15.927 14.649 0.00 0.08 0.01
H 7.265 14.498 15.795 -0.26 0.23 -0.13
C 12.052 16.863 14.207 -0.18 -0.92 -0.49
H 13.951 9.256 6.136 0.13 0.02 0.07
H 8.108 16.144 14.014 -0.11 0.01 -0.27
H 12.540 8.227 6.175 0.36 -0.13 0.13
C 12.279 16.703 8.818 -0.13 0.61 0.02
H 10.578 12.549 6.024 0.24 0.43 0.05
H 6.808 8.099 11.721 0.11 0.11 0.16
C 11.321 11.400 13.938 0.61 0.19 0.35
H 8.664 12.264 9.109 -0.04 -0.19 0.38
C 9.628 13.237 13.566 -0.47 0.24 -0.17
S 15.305 13.344 10.587 0.04 0.19 0.39
C 10.918 10.728 15.087 -0.08 -0.26 0.28
H 15.076 13.487 7.033 -0.20 0.26 -0.72
C 7.920 11.027 13.005 0.31 -0.09 -0.08
H 5.939 16.804 13.003 0.22 -0.18 -0.14
C 12.694 11.499 13.690 -0.59 0.16 -0.59
O 12.974 11.705 9.411 0.55 0.19 0.35
C 10.154 11.563 6.077 -0.86 -0.64 -0.10
C 9.101 9.872 7.681 -0.41 -0.57 0.55
O 13.058 11.272 6.905 0.10 0.31 -0.32
C 14.886 8.720 8.726 -0.62 -0.02 0.47
C 10.508 15.517 12.657 -0.02 0.74 -0.10
C 13.074 16.913 9.940 0.16 -1.17 0.08
H 10.509 14.359 17.557 0.01 0.72 0.29
H 11.572 9.613 16.846 -0.31 0.16 -0.09
C 6.599 16.456 10.995 -0.72 0.14 -0.27
C 9.337 13.936 15.795 0.74 1.08 -0.14
H 11.535 14.203 13.983 -0.43 0.02 0.10
C 8.866 15.719 10.765 0.11 0.06 -0.87
H 13.514 6.247 8.111 0.01 -0.03 0.18
H 8.116 9.740 7.181 0.73 0.26 0.04
N 15.837 15.167 8.715 -0.16 -0.42 0.39
H 5.957 10.148 12.909 0.67 -0.22 -0.04
H 11.915 6.999 8.228 0.34 -0.10 0.36
H 13.906 9.942 16.387 0.56 -0.36 0.51
H 7.783 13.564 17.215 -0.09 -0.03 -0.05
H 16.010 15.742 9.535 -0.17 -0.15 -0.43
O 11.381 15.108 11.641 -0.51 -0.26 0.69
C 15.710 15.716 7.387 -0.01 0.78 0.03
H 12.778 20.124 14.349 -0.30 0.29 -0.10
H 7.516 11.890 13.510 0.19 0.19 0.00
H 14.170 7.485 6.220 0.00 0.01 0.07
O 9.858 15.029 15.020 0.22 -0.24 -0.90
C 11.078 16.854 13.202 -0.21 -0.91 0.45
H 11.372 13.373 16.379 -0.22 0.07 -0.06
C 8.059 14.349 16.510 0.72 0.19 0.14
C 9.716 11.237 7.511 0.58 0.95 -0.19
C 12.075 19.131 8.761 -0.08 1.11 -0.06
H 14.657 15.791 7.091 0.03 -0.13 -0.02
H 14.680 11.014 14.360 0.51 0.26 -0.23
C 15.400 13.923 8.980 0.32 -0.07 0.17
H 8.778 13.486 12.905 0.36 -0.05 0.18
H 7.564 16.113 9.125 -0.12 -0.22 -0.16
H 10.872 10.860 5.656 0.01 -0.07 0.24
C 9.277 10.920 12.662 -0.59 0.78 0.96
S 11.957 15.122 8.166 0.04 -0.44 0.15
C 7.972 16.095 12.934 0.02 0.60 0.45
C 8.875 8.714 11.808 -0.96 0.36 -0.11
C 7.033 10.003 12.714 -0.36 -0.04 -0.63
C 10.395 13.582 16.830 0.25 -1.43 -0.20
H 9.259 11.538 5.441 0.08 0.06 0.05
H 15.624 7.932 8.540 -0.13 0.13 -0.14
C 12.956 7.056 8.590 -0.25 0.23 -0.57
O 10.890 11.306 8.389 -0.60 -0.11 -0.27
H 14.637 12.263 8.109 -0.06 0.03 0.09
Y 12.286 13.469 10.580 -0.50 0.56 0.07
H 15.260 9.683 8.374 0.03 -0.10 -0.16
H 9.229 7.819 11.309 0.06 0.06 0.08
C 12.880 19.275 9.880 -0.31 -0.63 -0.01
H 14.760 8.815 9.820 0.01 -0.08 -0.44
C 13.380 18.119 10.486 0.45 1.77 0.41
H 5.669 16.759 10.537 -0.16 0.08 0.05
F 13.103 20.488 10.373 0.23 0.26 0.23
H 9.303 13.327 7.872 -0.23 -0.13 -0.07
C 10.479 14.482 13.789 -0.15 -0.41 1.39
F 11.552 20.235 8.153 0.41 -0.64 0.46
H 10.763 9.634 11.843 0.76 0.15 0.00
C 13.516 8.390 8.089 0.22 0.41 0.02
H 9.873 10.586 15.304 -0.20 0.07 -0.11
C 11.248 19.236 13.085 -0.10 0.12 -0.30
H 13.000 6.943 9.671 -0.08 0.11 0.05
C 9.742 9.750 12.120 -0.54 -0.99 -0.70
H 8.301 15.253 17.085 -0.37 -0.11 -0.20
H 12.955 11.898 12.712 0.34 0.00 0.34
H 16.131 16.723 7.367 0.01 -0.13 0.06
H 9.932 18.056 11.887 -0.25 0.07 -0.21
C 7.500 8.875 12.046 0.23 -0.51 0.15
C 9.070 15.777 12.141 0.45 -0.53 -0.95
H 9.818 9.121 7.338 -0.22 -0.08 -0.04
C 12.229 19.245 14.043 0.68 -0.44 0.31
C 10.672 18.047 12.665 0.19 0.17 -0.03
H 10.932 20.130 12.596 -0.11 0.66 -0.12
H 7.818 12.339 7.560 0.37 0.06 0.02
```
Positions in Å, forces in eV/Å.